ORCA calculation (wB97M-V/def2-TZVPD) on one molecule with the formula C12H10N2O.

For the HOMO energy (spin up / spin down), the calculation gives -7.816 / -7.815 eV. As for the LUMO energy (spin up / spin down): -1.046 / -1.047 eV. The molar mass comes out at 198.225 g/mol. The multiplicity is 1. Its maximum force is 0.0890 Eh/bohr. The value obtained for the energy above the lowest of the compared OMol25 structures with the same formula, charge and spin is 44.14 kcal/mol. The value obtained for the HOMO-LUMO gap (spin up / spin down) is 6.77 / 6.77 eV.

The geometry in XYZ format:
```
25
Properties=species:S:1:pos:R:3:forces:R:3
O 3.2067 -2.5662 -0.6895 -1.294 0.284 0.426
C 2.2385 -1.9738 -0.2482 1.022 1.262 0.350
C 2.3004 -0.7491 0.5789 2.539 -1.092 0.852
C 3.3735 -0.2558 1.3482 -2.932 0.366 -1.182
C 2.8505 0.8547 2.1063 0.340 -1.682 -1.124
C 1.5000 0.9402 1.8353 3.297 -1.777 -0.225
N 1.1647 -0.0893 0.9509 -0.185 2.324 1.965
C -0.1264 -0.3253 0.6453 0.167 -1.481 -1.197
C -1.2049 0.1184 1.4015 1.071 -0.111 1.854
C -2.3228 0.4324 0.7125 -3.582 0.024 -1.020
C -2.2048 0.4348 -0.6757 -2.998 -0.058 -0.207
C -3.2687 0.3383 -1.7018 1.787 0.248 -0.241
C -2.5849 0.3741 -2.8912 -1.431 0.122 -1.595
C -1.2166 0.5823 -2.5851 -2.761 -1.566 2.606
N -0.9900 0.5191 -1.2923 0.310 1.740 -0.783
H 1.1750 -2.1750 -0.3807 -0.092 -1.304 -0.779
H 4.3322 -0.6973 1.3297 0.875 -0.074 -0.002
H 3.5513 1.3783 2.7189 -0.470 0.771 0.488
H 0.8582 1.6053 2.2677 -1.977 1.368 0.524
H -0.1595 -0.9534 -0.2849 -0.846 0.531 1.649
H -1.2472 0.3135 2.4931 0.945 -0.092 -0.849
H -3.3547 0.6901 1.2392 2.383 -0.709 -1.271
H -4.3154 0.1440 -1.6940 -0.540 0.057 0.781
H -3.0551 0.3276 -3.9411 0.911 0.110 1.888
H -0.4998 0.7319 -3.2427 3.459 0.739 -2.907
```
Positions in Å, forces in eV/Å.

---

ORCA calculation (wB97M-V/def2-TZVPD) on an isolated ion of composition C12H10N3 and charge +1.

For the HOMO energy (spin up / spin down), the calculation gives -11.978 / -11.977 eV. As for the LUMO energy (spin up / spin down): -5.176 / -5.164 eV. The molar mass comes out at 196.233 g/mol. The multiplicity is 1. Its maximum force is 0.0787 Eh/bohr. The value obtained for the energy above the lowest of the compared OMol25 structures with the same formula, charge and spin is 31.28 kcal/mol. As for the total charge: +1. The value obtained for the HOMO-LUMO gap (spin up / spin down) is 6.80 / 6.81 eV.

The geometry in XYZ format:
```
25
Properties=species:S:1:pos:R:3:forces:R:3
C 0.1554 -0.8738 -0.7296 2.612 2.670 1.192
C 0.9094 -1.9678 -0.4671 -0.347 -0.070 -0.196
C 2.1541 -2.0174 0.1914 0.518 0.591 0.409
C 2.9149 -0.9388 0.5681 0.179 -1.250 -0.128
N 2.4925 0.3044 0.2981 -0.904 0.238 0.395
C 1.3064 0.7694 -0.1033 -1.278 -3.722 -0.937
N 1.8915 2.0486 -0.5546 0.030 1.135 -0.106
C 2.9794 1.6611 -0.0330 -0.258 0.127 -0.356
N -0.9801 -0.5455 -1.1964 -0.293 -0.225 -0.647
C -1.7269 0.6821 -1.3137 -0.079 0.523 -0.420
C -1.4319 1.7278 -0.3422 -0.041 -0.050 0.481
C -1.5393 1.4771 0.9792 0.074 0.426 -0.496
C -2.1492 0.2775 1.4757 -0.330 -0.603 -0.077
C -2.6467 -0.6604 0.6441 0.232 0.250 0.507
C -2.3719 -0.5932 -0.7827 -0.409 -0.339 0.097
H 0.5563 -2.9005 -0.9009 -0.104 0.086 0.001
H 2.5719 -2.9970 0.3632 0.042 -0.036 0.066
H 3.8943 -1.0492 1.0079 0.001 0.016 0.012
H 3.9296 2.1240 0.1633 0.312 0.100 0.013
H -1.9027 0.9825 -2.3409 -0.056 -0.096 0.033
H -1.1421 2.6966 -0.7147 0.069 0.116 0.008
H -1.2919 2.2445 1.6965 0.053 0.136 0.019
H -2.3163 0.1999 2.5391 -0.057 -0.053 0.080
H -3.2656 -1.4675 1.0009 -0.051 -0.074 0.098
H -2.9911 -1.1845 -1.4483 0.085 0.102 -0.047
```
Positions in Å, forces in eV/Å.

---

ORCA calculation (wB97M-V/def2-TZVPD) on one molecule with the formula C12H10N4.

For the HOMO energy, the calculation gives -8.714 eV. As for the LUMO energy: 0.711 eV. The molar mass comes out at 210.240 g/mol. The multiplicity is 1. Its maximum force is 0.0771 Eh/bohr. The value obtained for the energy above the lowest of the compared OMol25 structures with the same formula, charge and spin is 48.62 kcal/mol. The value obtained for the HOMO-LUMO gap is 9.42 eV.

The geometry in XYZ format:
```
26
Properties=species:S:1:pos:R:3:forces:R:3
C 3.0590 0.4044 -2.5412 -1.807 -1.388 -0.906
C 2.3479 1.3795 -1.8180 1.498 2.378 1.150
C 1.1347 1.2898 -1.2081 -1.319 -2.112 -0.160
C 0.4993 0.0156 -1.4367 -1.664 1.703 1.185
C 1.0786 -0.9321 -2.2115 3.526 -0.665 -0.911
C 2.3885 -0.7923 -2.7529 0.585 1.113 0.131
C 0.2988 -2.0618 -2.1607 -2.244 -1.387 -0.223
N -0.8397 -1.8287 -1.5188 0.516 -0.590 0.760
N -0.7182 -0.5705 -1.0351 -0.018 2.434 1.608
N -1.5837 0.0537 -0.0464 1.478 -1.294 -1.390
C -1.3788 0.1510 1.3396 -0.205 -2.401 3.149
C -2.0495 1.2085 1.9712 0.809 -0.505 -0.896
C -2.2554 1.3040 3.3398 -0.844 0.329 -0.353
N -1.7951 0.3725 4.1530 -0.028 -0.683 1.335
C -1.1490 -0.7458 3.7144 0.058 2.454 -2.122
C -0.8972 -0.8877 2.3084 -1.018 0.468 -0.256
H 3.9583 0.5600 -3.1293 0.128 0.381 0.700
H 2.8654 2.3122 -1.5624 0.016 -0.186 -0.502
H 0.6720 2.0534 -0.5778 0.382 -0.200 -0.349
H 2.9291 -1.5421 -3.3289 -0.628 -0.209 0.116
H 0.5499 -3.0248 -2.6156 -0.562 0.398 0.189
H -2.4441 0.4769 -0.3703 0.496 -0.194 -0.415
H -2.4067 1.9305 1.2852 -0.617 1.008 -0.290
H -2.9578 2.1794 3.6911 1.741 -1.851 -0.177
H -0.7680 -1.4305 4.5068 -0.478 0.417 -1.003
H -0.5383 -1.8751 2.0041 0.199 0.582 -0.369
```
Positions in Å, forces in eV/Å.

---

ORCA calculation (wB97M-V/def2-TZVPD) on one molecule with the formula C12H11BO.

For the HOMO energy, the calculation gives -9.017 eV. As for the LUMO energy: 0.619 eV. The molar mass comes out at 182.031 g/mol. The multiplicity is 1. Its maximum force is 0.0701 Eh/bohr. The value obtained for the energy above the lowest of the compared OMol25 structures with the same formula, charge and spin is 21.36 kcal/mol. The value obtained for the HOMO-LUMO gap is 9.64 eV.

The geometry in XYZ format:
```
25
Properties=species:S:1:pos:R:3:forces:R:3
O 1.9283 -0.8540 -1.0585 0.761 1.216 0.158
B 0.7411 -0.3543 -0.5479 0.176 -0.338 1.227
C -0.6384 -1.0912 -0.8372 2.145 1.681 1.210
C -0.6251 -1.7389 -2.0404 -3.199 -0.914 1.394
C -1.7179 -2.5945 -2.2326 1.237 -0.475 -1.673
C -2.6577 -2.8404 -1.2594 -0.198 1.600 0.448
C -2.6628 -2.0989 -0.0516 0.164 -0.405 0.008
C -1.6496 -1.1868 0.1657 1.372 -0.762 -1.127
C 0.9398 0.8273 0.4688 0.033 1.602 -2.196
C 1.0965 2.1078 -0.1492 -0.220 -1.991 0.861
C 1.4703 3.2036 0.5444 -0.018 1.457 0.962
C 1.6174 3.1922 1.9092 -0.564 -1.730 1.639
C 1.3726 1.9090 2.5284 1.359 1.475 1.439
C 1.1360 0.7490 1.8272 -0.407 -0.130 -0.906
H 2.7162 -0.2821 -0.7791 -1.758 -1.222 -0.544
H 0.0832 -1.5307 -2.7786 1.111 -0.046 -0.921
H -1.6853 -3.0950 -3.2118 -0.730 -0.113 0.538
H -3.5202 -3.4027 -1.5061 -0.503 -0.916 -0.041
H -3.4004 -2.3034 0.7299 0.092 0.121 -0.425
H -1.4390 -0.6760 1.1010 -0.533 0.054 -0.078
H 0.9318 2.2847 -1.1684 -0.281 -0.343 -1.529
H 1.5468 4.1486 0.0601 0.209 0.544 -0.577
H 1.8374 4.1426 2.4585 -0.184 -1.297 -0.322
H 1.5137 1.7420 3.6062 -0.115 0.632 -0.347
H 1.0653 -0.2578 2.2216 0.051 0.300 0.802
```
Positions in Å, forces in eV/Å.